# 1
20
Properties=species:S:1:pos:R:3:forces:R:3:mulliken_charge:R:1 method="wB97M-V/def2-TZVPD" total_charge=0 multiplicity=1 homo_lumo_gap_ha=0.372
O 0.68701 -0.69473 -1.72251 -0.8826 0.0385 1.0707 -0.4455
C 0.57121 -0.22254 0.88570 0.0045 -0.0712 0.1266 0.6662
C -0.94027 0.47852 0.77971 1.2840 1.7905 1.3075 -0.7734
C 1.42338 -0.23214 -0.48024 -2.8126 0.5333 -1.0703 -0.7576
C 1.52392 0.38750 1.93980 0.0404 -1.1327 -0.8373 -1.7425
C -1.22954 0.44558 -0.71868 -0.7206 -0.7655 -0.2650 0.0378
C -0.71331 -0.79825 -1.35582 1.4899 0.6072 -0.3897 0.1939
C -2.00712 -0.22661 -1.93266 0.7384 -2.1859 1.5360 -0.9060
H 1.02199 0.54563 2.84647 -0.8379 0.1612 1.4120 0.4491
H -0.92192 1.37207 -1.24692 0.5073 -0.7942 0.6781 0.1531
H 2.39794 -0.25125 2.16971 -0.4551 0.1095 -0.3417 0.3746
H -0.89351 1.58802 1.18374 0.2772 -1.8508 -1.1019 0.2752
H -1.66053 0.09341 1.53593 0.4721 -0.5931 -0.8911 0.3241
H -1.99643 0.43358 -2.74444 -0.0452 0.6887 -1.1130 0.3366
H -0.88216 -1.80343 -0.87032 -0.1007 1.3996 -0.1705 0.2371
H 1.89065 1.32245 1.62812 0.5356 1.3584 -0.4972 0.4404
H -2.74447 -1.05321 -1.98386 -0.0134 1.0948 0.4576 0.2664
H 2.24247 -0.89650 -0.43749 0.9531 -0.7031 0.4829 0.3808
H 0.44073 -1.25931 1.29246 -0.2137 0.5818 -0.9953 0.1887
H 1.78994 0.77121 -0.76869 -0.2207 -0.2668 0.6018 0.3008

***

# 2
20
Properties=species:S:1:pos:R:3:forces:R:3:mulliken_charge:R:1 method="wB97M-V/def2-TZVPD" total_charge=0 multiplicity=1 homo_lumo_gap_ha=0.290
O 0.56275 2.08561 0.49226 -1.4891 -1.0113 -0.0124 -0.7564
C -0.56382 -0.71796 -1.79103 -0.3138 -0.4268 -0.0129 -1.2839
C -0.42216 0.61178 -1.14744 -0.1049 0.6531 2.0799 -0.3215
C 2.45947 -0.07182 0.62170 0.0401 0.2238 0.1160 -1.3683
C -2.21905 -0.26787 1.07636 0.6820 0.0268 -0.2409 -0.7047
C -1.63324 0.73934 0.43104 -0.8708 0.5148 -1.4708 -0.4680
C 0.12371 0.93307 0.18501 3.9442 -0.9591 -1.5903 1.3052
C 0.96435 -0.29651 0.76961 -1.2870 0.6746 0.8603 -0.3752
H 2.76684 -0.05650 -0.42778 -0.0220 -0.0025 0.0615 0.3001
H 0.40062 -1.02161 -2.22427 -0.1127 0.1295 0.0946 0.3152
H -3.17756 -0.12102 1.56315 0.1850 0.1220 0.1573 0.2864
H -0.34574 1.44816 -1.84659 -0.9948 0.2684 0.4238 0.4493
H 0.69430 -1.27117 0.36253 -0.1977 0.1203 -0.1800 0.3252
H 2.75005 0.87482 1.07921 -0.0795 -0.0230 -0.1261 0.3123
H -1.29334 -0.67158 -2.60625 0.1183 -0.0334 0.1101 0.3845
H 0.66143 -0.31293 1.81655 0.3561 -0.1635 0.2605 0.3438
H 3.01074 -0.86558 1.13340 -0.0696 -0.0178 -0.1244 0.3873
H -1.75479 -1.23976 1.19430 -0.0931 -0.0977 -0.2177 0.2224
H -2.09980 1.71926 0.41856 0.1965 -0.0535 -0.1113 0.3834
H -0.88477 -1.49771 -1.10031 0.1127 0.0553 -0.0771 0.2629

***

# 3
20
Properties=species:S:1:pos:R:3:forces:R:3:mulliken_charge:R:1 method="wB97M-V/def2-TZVPD" total_charge=0 multiplicity=1 homo_lumo_gap_ha=0.299
O 0.02951 0.56981 -0.60565 1.5413 -1.0246 0.1465 -0.2211
C -1.09974 -1.58020 -0.59764 -1.0693 1.0947 -0.8187 -1.0666
C -2.49343 0.43536 0.15376 -0.0444 0.6652 0.0163 -0.8689
C -1.52607 -0.30214 -0.35954 -0.6779 -2.8358 0.4579 0.8519
C 2.05745 -0.70011 -0.93893 -0.9725 -0.3584 0.2743 -0.8971
C 0.17108 1.95350 -0.23346 0.3023 -0.4962 0.1147 -0.7966
C 1.09635 -0.55079 1.38710 -0.3539 -0.1652 -0.1066 -1.2049
C 1.04547 -0.44602 -0.10576 0.7497 2.8125 -0.3688 0.6301
H 0.09973 -0.45588 1.81098 -0.0752 -0.0593 0.0066 0.3042
H -0.59143 -1.79958 -1.52614 0.2062 -0.0592 0.0369 0.2471
H 1.72386 0.23330 1.81811 0.0353 -0.0435 -0.0826 0.2943
H 2.91332 -1.25400 -0.58299 -0.0022 -0.1174 0.0547 0.2802
H -2.33444 1.25308 0.84134 0.1314 0.1328 0.0076 0.2252
H -1.62845 -2.41100 -0.14900 0.0540 0.1841 0.2857 0.3016
H -3.52255 0.24774 -0.11965 0.0551 -0.1417 -0.0859 0.2505
H 1.48900 -1.52559 1.67007 0.0605 0.0295 0.0450 0.4247
H 1.21511 2.24127 -0.34051 -0.0241 0.0552 0.0014 0.3255
H -0.45160 2.52832 -0.91456 -0.0181 -0.0675 0.0277 0.2818
H -0.16769 2.09277 0.79331 0.0716 0.1140 0.0204 0.3290
H 1.97453 -0.52984 -2.00086 0.0300 0.2809 -0.0332 0.3090

***

# 4
20
Properties=species:S:1:pos:R:3:forces:R:3:mulliken_charge:R:1 method="wB97M-V/def2-TZVPD" total_charge=0 multiplicity=1 homo_lumo_gap_ha=0.352
O 2.08827 1.01975 1.30403 6.0956 3.9388 4.3487 -0.6387
C -1.19665 0.18044 -0.50987 -4.9237 -1.3511 -1.0110 0.2825
C -0.64802 1.49855 -0.51968 0.8350 3.5071 -0.5476 -0.0671
C -0.34907 -0.89863 -0.05402 -0.0952 -1.2755 0.5974 -0.3620
C 0.72524 -1.44131 -0.60069 -1.0872 0.3692 -1.8401 0.1466
C -0.44913 2.30956 0.52955 0.9947 1.3024 -2.6109 -1.0885
C -2.54118 -0.08678 -0.81153 1.7615 -2.1893 0.4428 -0.9302
C 1.47580 -2.51378 0.07258 -0.1553 -2.2016 2.2542 -1.1941
H -0.73061 -1.45719 0.78604 0.0146 0.3020 0.8059 0.3337
H -3.35350 0.55570 -1.13327 0.6488 0.6936 0.1145 0.3480
H -0.73771 1.97420 1.45951 -0.4418 -0.4345 2.2057 0.5175
H -0.40334 1.96678 -1.49144 0.0224 -0.6082 0.2984 0.2680
H 1.24654 -3.60023 -0.10342 -0.3942 0.9702 -0.8822 0.3486
H 2.50285 -2.44666 -0.26056 0.5789 0.0963 0.8060 0.3592
H 1.27015 -2.58359 1.25248 1.0166 0.9844 -2.4551 0.2456
H 1.64311 1.74036 1.67518 -1.6955 0.6909 -0.0074 0.3165
H 1.76608 0.39891 0.80849 -4.0913 -4.7234 -4.1960 0.3617
H 0.05709 3.34096 0.41563 -1.0778 -1.8659 0.1722 0.2585
H 0.88326 -1.14736 -1.67854 0.7361 -0.2587 1.3013 0.2966
H -2.95205 -1.18816 -0.80040 1.2576 2.0532 0.2034 0.1978

***

# 5
20
Properties=species:S:1:pos:R:3:forces:R:3:mulliken_charge:R:1 method="wB97M-V/def2-TZVPD" total_charge=0 multiplicity=1 homo_lumo_gap_ha=0.315
O 1.66654 -3.85507 2.33109 -0.1719 0.3779 -0.1338 -0.6430
C 1.55119 2.22541 -0.38301 -1.0887 -0.9996 0.9576 -0.1383
C 1.72117 2.36734 0.94771 0.1125 0.9016 -1.5903 -0.7807
C -2.85977 0.05373 -0.35943 0.2730 0.9627 -2.0565 -1.1501
C -0.96940 -1.21177 -1.47681 -0.5719 -0.1213 -0.3122 -0.9430
C -0.50961 0.85372 -0.28531 2.0167 0.0551 1.3385 -0.1272
C -1.41120 -0.19123 -0.72656 0.2944 -0.4929 -0.3426 0.6637
C 0.58124 1.27859 -0.96409 -1.8666 0.9267 0.8987 -0.3271
H 1.63258 -4.80009 2.16568 0.2223 -0.0204 0.2506 0.3202
H 2.27554 -3.67762 3.05551 -0.0508 -0.3588 -0.1144 0.3209
H 0.55688 1.13450 -2.03108 0.4406 -0.2764 -0.2723 0.3599
H -0.56670 1.09976 0.83071 -0.2223 -0.1409 -1.6566 0.1199
H -1.66330 -2.01810 -1.68022 -0.1480 -0.0119 -0.2563 0.2850
H 2.48363 3.03725 1.27563 0.3074 0.5051 0.3282 0.2619
H -2.88325 1.02192 0.17474 -0.4698 -0.5610 -0.2796 0.3306
H -3.31667 0.15332 -1.40361 0.0040 0.2154 1.6328 0.2502
H -3.40108 -0.70143 0.16151 -0.1569 -0.6758 0.5041 0.3451
H 1.02938 2.03554 1.70246 0.1789 -0.7719 0.0113 0.2466
H 2.00415 2.82394 -1.14482 1.0942 0.2423 0.1109 0.3239
H -0.01605 -1.30375 -2.01790 -0.1971 0.2442 0.9821 0.2814

***

# 6
21
Properties=species:S:1:pos:R:3:forces:R:3:mulliken_charge:R:1 method="wB97M-V/def2-TZVPD" total_charge=0 multiplicity=1 homo_lumo_gap_ha=0.336
O 2.16423 0.77104 -0.51460 2.0735 0.0647 -0.7594 -0.5380
O -0.91575 0.84401 -2.08263 -2.1932 -0.8782 -0.7929 -0.5669
C -1.64981 -0.36133 1.29297 -1.5840 -3.3105 -0.2521 -0.4521
C 0.79926 1.14765 -0.69884 1.3484 0.2356 -1.5417 0.2195
C 0.21315 0.19164 -1.66627 1.9292 -0.9528 -0.4460 -0.4244
C 0.04936 1.39122 0.60398 1.3399 1.9730 -0.3694 -0.6437
C 0.61672 -1.67125 0.74121 -0.6279 -1.9867 0.8703 -0.6635
C -1.06007 0.92407 1.24316 3.9740 0.5014 -2.0172 -0.1738
C -1.02767 -1.60702 1.16236 -0.0669 -0.2911 0.6735 -0.0874
H -2.76306 -0.24521 1.58388 1.8097 -0.9561 -0.3491 0.2720
H 0.94039 -0.57718 0.82097 -0.0345 -2.1082 -0.2097 0.1653
H 0.13184 -0.82719 -1.24032 -0.9404 0.9756 -0.2371 -0.0011
H 0.60947 2.37271 0.83888 -1.8347 -1.2488 0.9808 0.1539
H 0.70647 -2.11585 -0.38410 -0.0228 1.0212 3.0835 0.2675
H -1.35443 1.56495 1.98675 -1.0360 1.4821 1.8277 0.4570
H 2.70253 0.74865 -1.39696 -1.9943 0.2608 2.3295 0.3609
H -1.70810 -2.62107 1.49950 2.2991 3.0215 -1.2608 0.2227
H -1.53870 0.35875 -1.54402 -1.3539 0.4765 -0.1914 0.3867
H 1.38643 -2.42329 1.48114 -2.7467 2.2968 -2.0730 0.2930
H 0.80476 2.17570 -1.21654 -0.2967 -1.3133 0.6623 0.3418
H 0.89296 -0.04103 -2.51052 -0.0417 0.7363 0.0721 0.4108

***

Here are the calculated ΔE to the lowest compared entry with this formula, charge and spin numbers, same order: 3.4179 3.7255 5.1411 3.7737 2.4407 5.2482 (eV).
Here are the calculated LUMO energy numbers, same order: 1.13 -0.49 0.84 0.76 0.52 0.39 (eV).
Here are the calculated E_tot numbers, same order: -349.02304 -349.01174 -348.95971 -349.00996 -349.05895 -424.20314 (Ha).